1.
C3H8N2O | ωB97M-V/def2-TZVPD

Total energy   -303.80808 Ha
HOMO-LUMO gap   10.34 eV
SMILES   NCCNC=O

```
14
Properties=species:S:1:pos:R:3:lowdin_charge:R:1
N -2.8594 0.4608 0.8506 -0.02
C -1.4143 0.8230 0.4213 -0.23
C -0.6761 -0.4310 -0.0514 -0.18
N 0.8207 -0.1558 0.0400 0.00
C 1.8347 -0.7026 -0.7200 -0.35
O 2.9725 -0.2113 -0.7509 -0.03
H -3.0720 0.2382 1.8442 0.07
H -3.3785 1.3058 0.5053 0.07
H -0.8298 1.4636 1.1120 0.11
H -1.6044 1.4461 -0.3456 0.06
H -1.0742 -1.2967 0.4590 0.09
H -0.7319 -0.8507 -1.1130 0.13
H 0.9948 0.6859 0.7141 0.17
H 1.7207 -1.5733 -1.3032 0.11
```



2.
C3H8N2O | ωB97M-V/def2-TZVPD

Total energy   -303.85908 Ha
HOMO-LUMO gap   10.46 eV
SMILES   C[C@H](N)C(N)=O

```
14
Properties=species:S:1:pos:R:3:lowdin_charge:R:1
C -0.6374 0.1550 -1.3164 -0.06
C 0.4941 0.1801 -0.2284 -0.36
N 1.6030 -0.6371 -0.6941 0.04
C -0.0802 -0.3454 1.0877 -0.52
N -1.1894 0.3047 1.5550 0.16
O 0.5867 -1.0878 1.7724 0.06
H -0.1936 -0.2037 -2.2150 0.05
H -1.3236 -0.6462 -1.0226 0.08
H -1.2598 1.0017 -1.6158 0.07
H 0.7869 1.2123 -0.0474 0.14
H 2.4520 -0.0892 -0.5936 0.08
H 1.7378 -1.3611 0.0100 0.07
H -1.3738 0.6415 2.4807 0.11
H -1.6028 0.8751 0.8275 0.09
```